(1)
This record from the Open Molecules 2025 dataset describes C5H9CoMgO4 as an isolated structure at a distorted geometry. The level of theory is ωB97M-V/def2-TZVPD.

Summary:
spin multiplicity = 5
HOMO level (alpha / beta) = -6.0 / -6.5 eV

Positions of all 20 atoms, in Å:
H -2.3616 2.4175 -1.4056
Co -0.0892 0.2588 -1.5077
O 1.3077 0.4224 -0.1803
H 3.1859 0.9578 -0.9366
C 3.4854 -0.0227 0.9161
C 2.6210 0.8557 0.0126
H 2.6355 1.8646 0.4739
C -1.9283 -1.6868 0.0866
H -2.1840 -2.3197 0.9539
Mg 1.0221 -1.3155 0.6603
O -0.5883 -1.6832 -0.2952
H -3.4356 1.1286 -2.0429
O -1.9893 0.5056 -0.7436
H -1.8797 0.1765 1.2707
O 2.8800 -1.0712 1.3193
C -2.3707 -0.2655 0.3896
H -2.5367 -2.0758 -0.7515
C -2.9090 1.4983 -1.1550
H -3.4497 -0.2330 0.6062
H -3.6395 1.6934 -0.3560

Atomic forces in eV per Å
H -0.21 -0.29 0.09
Co 0.39 -0.49 -0.49
O -0.90 -0.59 0.08
H -0.27 -0.10 0.24
C 0.11 -0.01 0.00
C 0.71 0.88 -0.02
H 0.01 -0.33 -0.13
C -0.48 0.03 -0.20
H 0.40 0.03 -0.07
Mg 0.70 0.39 -0.21
O 0.61 0.21 0.48
H 0.02 0.21 0.14
O -0.56 0.32 0.40
H 0.11 -0.29 -0.07
O -0.55 -0.45 0.07
C -0.14 -0.45 0.51
H 0.07 0.21 0.22
C -0.52 0.52 -0.31
H 0.19 0.11 -0.47
H 0.30 0.07 -0.26

These are the Löwdin partial charges, in e, on atoms 1 to 4:
1. H 0.090
2. Co 0.779
3. O -0.496
4. H 0.109

***

(2)
This record from the Open Molecules 2025 dataset describes C5H9CrO11 as an isolated structure at a distorted geometry. The level of theory is ωB97M-V/def2-TZVPD.

Summary:
spin multiplicity = 5
charge = -1
HOMO level (alpha / beta) = -3.4 / -4.3 eV

Positions of all 26 atoms, in Å:
C 0.2843 8.8004 -1.6134
H 1.0512 10.5490 -4.4609
H 0.7574 15.3254 -2.2308
O -2.7749 11.8437 1.7167
Cr -0.6136 11.3136 -2.0422
H -3.0183 11.2211 -3.5065
C -1.7819 11.5289 0.8818
O -0.6347 11.5077 1.3331
H -3.4635 11.7835 1.0505
C -0.2172 11.8951 -4.9052
C 0.5220 13.6683 -1.5501
H 1.6634 7.6627 -1.2440
O -2.1247 11.5719 -3.5049
H -1.8568 10.5488 -5.2806
O 0.9007 9.7492 -1.0854
H 0.2716 11.5808 -5.8273
O -1.9927 11.4574 -0.3426
O 1.2604 14.7575 -1.6424
O 1.0276 12.6338 -1.1216
O -0.6901 9.1220 -2.2585
C -1.7375 11.5352 -4.8324
H -2.3805 12.2038 -5.4047
O 0.5410 11.2004 -3.9740
O -0.5046 13.5168 -2.1533
H -0.1712 12.9400 -4.5984
O 0.8588 7.6371 -1.7670

Atomic forces in eV per Å
C 2.79 4.49 0.21
H 0.02 -0.34 0.68
H -0.06 0.45 -0.02
O -1.77 -0.32 -0.10
Cr 0.66 -0.35 2.71
H -0.10 -0.08 0.78
C 5.73 0.97 0.78
O -0.44 -0.49 1.14
H -1.22 0.31 0.31
C -1.23 0.56 -0.34
C 3.76 -3.91 0.57
H 0.13 0.16 0.18
O -1.13 -0.07 -0.10
H -0.14 -0.41 0.20
O 1.61 -0.74 1.73
H -0.84 1.09 -0.81
O -2.38 -0.57 -2.60
O 0.36 2.06 0.24
O 2.27 -0.42 2.12
O -4.85 -0.52 -2.62
C 1.44 -0.40 -1.63
H 0.37 0.41 -0.31
O 0.53 -0.68 0.89
O -6.12 1.38 -3.46
H 0.38 0.24 -0.60
O 0.21 -2.81 0.07

These are the Löwdin partial charges, in e, on atoms 1 to 4:
1. C -0.870
2. H 0.122
3. H 0.105
4. O 0.087

***

(3)
This record from the Open Molecules 2025 dataset describes one molecule with the formula C5H9F at a distorted geometry. The level of theory is ωB97M-V/def2-TZVPD.

Summary:
SMILES = C=C(C)[C@H](C)F
spin multiplicity = 1
HOMO level = -9.5 eV

Positions of all 15 atoms, in Å:
H -0.2170 -2.0581 0.6984
H 1.5905 -1.7069 1.1023
C -1.6255 0.8035 0.4997
C 1.6388 0.4869 -0.4517
H -1.1233 1.7641 0.6268
H -1.6680 0.3777 1.5286
H -2.6277 0.9732 0.1384
C 0.5544 -0.4366 -0.1051
H 1.8742 0.4344 -1.6011
C 0.6391 -1.5057 0.6165
H 2.6475 0.2364 0.0542
C -0.8464 -0.0586 -0.5032
H -0.8147 0.4465 -1.4799
H 1.4228 1.5492 -0.3462
F -1.4445 -1.3059 -0.7778

Atomic forces in eV per Å
H -1.60 -1.74 0.82
H -0.24 -0.61 -0.10
C 0.51 -0.76 0.59
C 2.86 0.11 -1.90
H 0.03 0.03 -0.27
H 0.04 -0.09 -0.84
H -0.32 0.09 -0.10
C -0.89 2.05 -0.09
H -0.47 -0.18 1.87
C 2.91 0.07 0.91
H -1.72 0.43 -0.62
C 0.36 -0.11 -1.10
H -0.17 0.09 0.19
H -0.16 0.01 0.48
F -1.15 0.61 0.16

These are the Löwdin partial charges, in e, on atoms 1 to 4:
1. H 0.047
2. H 0.082
3. C -0.023
4. C -0.075

***

(4)
This record from the Open Molecules 2025 dataset describes an isolated ion of composition C5H9F3NO5P2 and charge +1 at a distorted geometry. The level of theory is ωB97M-V/def2-TZVPD.

Summary:
SMILES = C[C@H](F)[P@@H](CP(=O)(O)O)=[N+](C(=O)F)C(=O)F
spin multiplicity = 1
charge = +1
HOMO level = -15.0 eV

Positions of all 25 atoms, in Å:
H 0.3858 -1.4953 1.3974
O 2.8130 -2.5895 -0.0520
H 2.8232 -1.2962 2.7881
O -3.6617 -1.1350 0.5383
F -2.0997 0.2384 1.7710
H 2.3047 -3.1453 0.6358
H -2.0243 2.2998 0.2556
O 3.5280 -0.9654 2.1471
C 0.8449 -0.5418 0.8977
P -0.0601 0.0882 -0.6596
H -1.2999 3.8336 -0.5736
C -1.9557 -1.6589 -1.6274
C -2.4933 -0.4422 0.5167
H 0.6377 -0.5070 -1.8073
H 0.8123 0.3266 1.7097
C 0.0193 1.9841 -0.9245
H 1.1067 2.4237 -0.8668
N -1.7642 -0.4044 -0.8056
P 2.7180 -0.9644 0.5723
F -0.4343 2.2181 -2.3457
O 3.4375 0.1290 -0.3192
F -2.5142 -1.4630 -3.0173
H -0.4619 3.1262 1.0195
O -1.6449 -2.9072 -1.2697
C -1.0168 2.8481 0.0193

Atomic forces in eV per Å
H 0.28 1.79 -1.19
O -1.91 2.81 3.10
H 1.51 0.46 -0.59
O 9.01 5.32 -0.07
F -0.08 -1.78 -4.83
H 1.20 0.64 -1.52
H 2.05 0.96 -0.52
O -4.10 -0.88 -2.51
C -0.07 0.09 1.63
P 1.03 -0.04 -0.81
H 0.85 -2.14 1.20
C 0.20 -7.89 -0.97
C -8.69 -4.64 0.95
H -0.91 0.45 0.98
H 0.12 -1.76 -1.74
C -1.23 2.47 -1.09
H -1.94 -1.33 -0.05
N 1.14 -0.55 2.26
P 4.85 2.08 -1.52
F 1.09 -1.25 3.22
O -3.47 -4.27 2.96
F 2.13 0.13 5.45
H -1.19 -0.55 -2.00
O -2.08 9.76 -2.33
C 0.20 0.12 -0.02

These are the Löwdin partial charges, in e, on atoms 1 to 4:
1. H 0.104
2. O -0.187
3. H 0.086
4. O 0.083

***

(5)
This record from the Open Molecules 2025 dataset describes a 2-piece molecular cluster, C5H9F5N2O4PS overall at a distorted geometry. The level of theory is ωB97M-V/def2-TZVPD.

Summary:
spin multiplicity = 1
charge = -1
HOMO level = -6.0 eV

Positions of all 27 atoms, in Å:
N -2.9295 0.5601 -0.7580
C 1.0581 -3.7652 -0.2081
H 2.7731 2.0883 -1.0595
C 1.8808 2.1823 -0.4394
F 1.8675 -2.7610 -0.5866
H -3.5383 1.0025 -0.0811
H -1.2410 2.3421 -1.7239
F 1.8154 -4.8723 -0.1212
O 1.2924 -3.2178 2.3160
O -0.6060 -4.5742 1.6044
S 0.2043 -3.3979 1.3843
O -0.8752 4.5874 0.8409
C -0.1184 0.8077 0.3665
F 0.1818 -3.9635 -1.2096
P -1.4298 1.3495 -0.7595
C -1.4997 3.6353 0.5595
H 1.3197 0.2616 -1.1745
H -0.3573 -0.2251 0.6559
H -0.1090 1.3786 1.2946
H -2.8179 -0.4020 -0.4461
H 1.1598 2.7891 -0.9900
N -2.1107 2.5949 0.4421
F -0.9234 0.2444 -1.9005
H 2.1706 2.6628 0.4933
C 1.2864 0.7989 -0.2277
O -0.5444 -2.1912 1.0721
F 2.0906 0.0847 0.6561

Atomic forces in eV per Å
N 0.14 0.42 0.84
C 0.05 0.01 -0.12
H 0.05 0.08 0.03
C 0.14 -0.38 -0.26
F -0.03 0.00 0.03
H -0.03 0.03 -0.05
H 0.04 0.06 0.20
F -0.02 0.02 0.03
O 0.09 0.06 -0.14
O -0.03 -0.01 -0.19
S -0.10 -0.10 0.50
O -0.20 0.22 -0.49
C 0.37 0.09 0.23
F -0.01 0.00 0.04
P -0.78 -1.52 -0.11
C -0.03 -0.49 1.22
H -0.21 -0.14 0.07
H -0.09 -0.05 -0.24
H -0.06 0.17 -0.10
H 0.15 -0.17 -0.58
H 0.07 0.20 0.08
N 0.47 0.90 -0.89
F 0.22 0.26 -0.01
H -0.26 0.03 0.09
C 0.03 0.08 -0.06
O -0.10 0.05 -0.17
F 0.14 0.18 0.05

These are the Löwdin partial charges, in e, on atoms 1 to 4:
1. N -0.087
2. C -0.664
3. H 0.077
4. C -0.040

***

(6)
This record from the Open Molecules 2025 dataset describes an isolated ion of composition C5H9FN and charge +1 at a distorted geometry. The level of theory is ωB97M-V/def2-TZVPD.

Summary:
SMILES = C[N@H+]1CC=C(F)C1
spin multiplicity = 1
charge = +1
HOMO level = -14.2 eV

Positions of all 16 atoms, in Å:
C -0.0624 1.5093 -0.7278
C 0.9186 0.9399 0.2347
N 0.2119 -0.3498 0.7278
C -1.1598 -0.1769 0.3975
H -1.5446 -1.1436 -0.1243
C -1.2573 0.8976 -0.6463
F -2.3445 1.0448 -1.3026
H 1.5603 -1.8816 0.3190
H 0.9481 -1.1015 -1.0914
H 1.8782 0.4865 -0.1696
H 1.0099 1.6078 1.1030
H 0.5457 -0.5557 1.6649
H -1.6908 0.1923 1.2679
H -0.0391 -2.1820 -0.0536
H 0.3194 2.1625 -1.5026
C 0.7065 -1.4496 -0.0966

Atomic forces in eV per Å
C -0.45 -0.47 -1.40
C 0.53 -0.85 0.52
N 2.40 0.84 -1.20
C -3.87 -1.08 -0.48
H 0.02 1.64 1.67
C 3.93 0.31 1.04
F -1.09 0.21 -0.65
H 1.63 -0.41 0.75
H -0.39 -0.06 -0.27
H -0.83 1.59 0.45
H 0.62 -0.27 -0.23
H -1.04 0.26 0.48
H -0.62 -0.69 0.26
H -0.86 -1.29 -0.46
H -0.45 0.35 0.19
C 0.47 -0.08 -0.67

These are the Löwdin partial charges, in e, on atoms 1 to 4:
1. C 0.028
2. C -0.055
3. N -0.117
4. C -0.071